1.
A structure of composition C27H37Ge2N3OPdSSi. Source: OMol25; level of theory: ωB97M-V with the def2-TZVPD basis set.

Expectation value of S²: 0.75
HOMO energy (alpha / beta): -11.14 / -11.18 eV
Net charge: +1
Spin multiplicity: 2
E: -6259.82386 hartree
Frontier orbital gap (alpha / beta): 0.2809 / 0.2542 Ha
LUMO level (alpha / beta): -0.12835 / -0.15658 hartree

Each line ends with the Mulliken spin population.
Positions of all 73 atoms, in Å:
Pd1 0.385 0.543 -1.110  0.74
C1 -1.416 5.323 -0.233  0.00
N1 -0.197 4.762 0.343  0.00
C2 0.497 5.294 1.410  0.00
C3 1.530 4.482 1.655  0.00
N2 1.476 3.439 0.724  0.00
C4 0.392 3.633 -0.084  0.00
S1 -0.206 2.791 -1.443  0.08
C5 2.387 2.344 0.745  0.00
C6 3.366 2.298 1.730  0.00
C7 4.227 1.219 1.761  0.01
C8 4.114 0.227 0.801  0.00
C9 3.134 0.366 -0.155  0.00
N3 2.274 1.404 -0.186  0.05
H1 -1.606 6.279 0.246  0.00
H2 -2.249 4.645 -0.057  0.00
H3 -1.293 5.465 -1.303  0.00
H4 0.194 6.204 1.897  0.00
H5 2.293 4.564 2.402  0.00
H6 3.474 3.081 2.462  0.00
H7 4.984 1.160 2.532  0.00
H8 4.765 -0.636 0.787  0.00
H9 3.009 -0.361 -0.942  0.02
C10 -3.575 0.940 -1.782  0.01
Ge1 -3.195 -0.823 -1.034  0.00
C11 -4.630 -1.498 0.087  0.01
C12 -2.722 -1.987 -2.517  0.01
Ge2 -1.156 -0.557 0.308  0.02
C13 -0.362 -2.207 0.923  0.01
C14 0.924 -2.263 1.471  -0.01
C15 1.481 -3.477 1.844  0.00
C16 0.760 -4.653 1.670  0.00
C17 -0.513 -4.612 1.123  0.00
C18 -1.066 -3.396 0.743  0.00
C19 -1.251 0.793 1.704  0.00
C20 -2.415 1.547 1.862  0.00
C21 -2.475 2.575 2.795  0.00
C22 -1.369 2.865 3.582  0.00
C23 -0.203 2.122 3.439  0.00
C24 -0.143 1.102 2.500  -0.02
H10 -4.429 0.876 -2.459  0.00
H11 -2.708 1.268 -2.355  0.00
H12 -3.791 1.690 -1.022  0.00
H13 -5.527 -1.606 -0.524  0.00
H14 -4.844 -0.815 0.908  0.00
H15 -4.373 -2.471 0.506  0.00
H16 -3.557 -2.046 -3.216  0.00
H17 -2.463 -2.994 -2.192  0.00
H18 -1.857 -1.561 -3.027  0.00
H19 1.505 -1.358 1.601  0.00
H20 2.473 -3.509 2.276  0.00
H21 1.194 -5.601 1.959  0.00
H22 -1.070 -5.528 0.977  0.00
H23 -2.061 -3.381 0.311  0.00
H24 -3.290 1.325 1.262  0.00
H25 -3.388 3.144 2.913  0.00
H26 -1.420 3.658 4.317  0.00
H27 0.653 2.329 4.071  0.00
H28 0.771 0.526 2.407  0.00
C25 1.507 -2.096 -4.568  0.00
Si1 1.492 -2.354 -2.729  -0.01
C26 3.269 -2.554 -2.156  0.01
C27 0.651 -3.960 -2.314  0.00
O1 0.724 -1.115 -1.980  0.08
H29 1.879 -2.986 -5.080  0.00
H30 2.155 -1.257 -4.840  0.00
H31 0.506 -1.877 -4.947  0.00
H32 3.703 -3.410 -2.678  0.00
H33 3.318 -2.762 -1.081  0.00
H34 3.907 -1.692 -2.377  0.00
H35 1.094 -4.788 -2.874  0.00
H36 -0.416 -3.927 -2.544  0.00
H37 0.768 -4.167 -1.247  0.00


2.
A structure of composition C27H37N6OsPS. Source: OMol25; level of theory: ωB97M-V with the def2-TZVPD basis set.

HOMO energy: -19.94 eV
Net charge: +4
E: -2208.38426 hartree
Frontier orbital gap: 0.2413 Ha
LUMO level: -0.49171 hartree

Each line ends with the Löwdin charge.
Positions of all 73 atoms, in Å:
Os1 -0.556 -1.052 0.196  1.04
N1 -0.629 1.014 0.051  -0.01
C1 -1.543 1.699 0.995  -0.29
C2 -1.961 2.992 0.769  0.02
C3 -2.800 3.599 1.704  0.02
C4 -3.207 2.919 2.847  0.00
C5 -2.771 1.619 3.075  -0.01
C6 -1.931 1.012 2.142  -0.31
P1 -1.250 -0.606 2.338  0.98
C7 -2.145 -1.709 3.361  -0.36
C8 -1.593 -2.171 4.566  -0.05
C9 -2.371 -2.948 5.407  -0.01
C10 -3.678 -3.263 5.052  0.01
C11 -4.228 -2.803 3.856  -0.02
C12 -3.471 -2.020 3.009  -0.08
C13 0.523 -0.589 2.523  -0.42
C14 1.239 0.636 2.536  -0.06
C15 2.598 0.634 2.750  0.00
C16 3.262 -0.575 2.981  0.03
C17 2.572 -1.784 2.999  -0.04
C18 1.210 -1.803 2.774  -0.12
H1 -0.909 1.226 -0.911  0.09
H2 0.311 1.402 0.161  0.13
H3 -1.642 3.539 -0.113  0.14
H4 -3.135 4.614 1.534  0.14
H5 -3.858 3.402 3.563  0.14
H6 -3.079 1.087 3.967  0.13
H7 -0.588 -1.899 4.862  0.12
H8 -1.964 -3.297 6.347  0.14
H9 -4.283 -3.863 5.720  0.14
H10 -5.250 -3.049 3.602  0.13
H11 -3.905 -1.637 2.092  0.10
H12 0.709 1.577 2.446  0.12
H13 3.148 1.565 2.785  0.14
H14 4.326 -0.561 3.183  0.14
H15 3.096 -2.702 3.231  0.13
H16 0.661 -2.737 2.826  0.12
S1 1.536 -1.653 -0.607  0.70
C19 2.205 -3.237 -0.145  -0.68
N2 3.514 -3.280 -0.100  0.06
C20 4.275 -4.546 0.037  -0.09
C21 3.441 -5.536 0.829  -0.13
C22 2.060 -5.670 0.215  -0.10
N3 1.470 -4.320 0.021  0.06
H17 4.026 -2.416 -0.207  0.15
H18 5.212 -4.312 0.536  0.14
H19 4.505 -4.918 -0.963  0.15
H20 3.366 -5.218 1.871  0.12
H21 3.928 -6.510 0.828  0.15
H22 1.388 -6.237 0.855  0.14
H23 2.105 -6.159 -0.759  0.15
H24 0.488 -4.269 -0.191  0.14
C23 -2.107 1.533 -3.406  -0.01
N4 -1.726 0.275 -2.740  -0.15
C24 -0.534 -0.371 -3.330  -0.01
C25 -2.583 -0.416 -1.971  -0.37
N5 -2.052 -1.253 -0.967  -0.07
N6 -3.889 -0.334 -2.074  -0.09
C26 -4.593 -0.023 -3.336  0.03
C27 -4.783 -0.684 -0.956  0.01
H25 -1.242 2.197 -3.375  0.11
H26 -2.940 2.004 -2.890  0.10
H27 -2.360 1.384 -4.455  0.11
H28 -0.710 -0.523 -4.396  0.12
H29 -0.349 -1.337 -2.873  0.05
H30 0.337 0.273 -3.216  0.10
H31 -2.620 -2.092 -0.851  0.10
H32 -3.927 -0.131 -4.185  0.10
H33 -5.025 0.975 -3.307  0.12
H34 -5.398 -0.750 -3.441  0.12
H35 -5.099 -1.727 -1.024  0.12
H36 -5.669 -0.057 -1.024  0.12
H37 -4.291 -0.491 -0.005  0.07


3.
The molecule C27H37N9O7S3. Source: OMol25; level of theory: ωB97M-V with the def2-TZVPD basis set.

HOMO energy: -7.94 eV
E: -3265.15295 hartree
Frontier orbital gap: 0.3043 Ha
LUMO level: 0.01240 hartree
SMILES: C[C@H](OC(=O)OC1CCCCC1)OC(=O)C1=C(CSc2nnnn2CCN(C)C)CS[C@H]2[C@@H](NC(=O)Cc3csc(N)n3)C(=O)N12

Each line ends with the natural charge from an NBO analysis.
Positions of all 83 atoms, in Å:
C1 -0.592 -1.700 -3.229  -0.66
C2 -0.861 -0.279 -2.762  0.39
O1 0.303 0.513 -2.651  -0.52
C3 1.189 0.223 -1.679  1.03
O2 1.128 -0.751 -0.972  -0.68
O3 2.179 1.066 -1.557  -0.49
C4 2.184 2.416 -2.071  0.11
C5 2.159 2.521 -3.592  -0.43
C6 2.316 3.990 -3.984  -0.39
C7 1.203 4.831 -3.363  -0.40
C8 1.214 4.700 -1.843  -0.40
C9 1.064 3.237 -1.438  -0.46
O4 -1.476 -0.229 -1.486  -0.50
C10 -2.754 -0.575 -1.340  0.80
O5 -3.452 -1.077 -2.173  -0.57
C11 -3.132 -0.205 0.068  0.08
C12 -3.251 -1.095 1.068  -0.03
C13 -3.263 -2.561 0.779  -0.53
S1 -1.691 -3.172 0.043  0.28
C14 -0.667 -3.012 1.420  0.18
N1 -1.039 -2.689 2.647  -0.36
N2 0.067 -2.652 3.366  -0.05
N3 1.087 -2.935 2.667  -0.10
N4 0.677 -3.171 1.417  -0.19
C15 1.576 -3.565 0.374  -0.25
C16 1.169 -4.922 -0.213  -0.23
N5 0.787 -5.858 0.828  -0.44
C17 0.074 -6.993 0.281  -0.41
C18 1.912 -6.279 1.639  -0.42
C19 -3.295 -0.666 2.504  -0.57
S2 -2.253 0.811 2.815  0.22
C20 -3.164 1.801 1.596  -0.17
C21 -2.495 3.043 0.944  -0.13
N6 -1.162 3.334 1.346  -0.66
C22 -0.845 4.441 2.060  0.70
O6 -1.634 5.323 2.312  -0.62
C23 0.626 4.481 2.458  -0.52
C24 1.136 3.148 2.902  0.14
C25 1.533 2.831 4.155  -0.45
S3 2.028 1.171 4.244  0.34
C26 1.648 1.029 2.529  0.31
N7 1.895 -0.119 1.883  -0.81
N8 1.199 2.119 1.993  -0.59
C27 -2.572 2.234 -0.360  0.70
O7 -2.288 2.413 -1.509  -0.57
N9 -3.115 1.157 0.300  -0.44
H1 -0.039 -1.670 -4.163  0.22
H2 -1.543 -2.203 -3.384  0.24
H3 -0.020 -2.236 -2.477  0.23
H4 -1.494 0.258 -3.482  0.20
H5 3.151 2.782 -1.704  0.20
H6 2.967 1.923 -4.017  0.21
H7 1.211 2.145 -3.974  0.22
H8 2.289 4.079 -5.071  0.21
H9 3.285 4.358 -3.641  0.19
H10 1.329 5.877 -3.647  0.21
H11 0.238 4.492 -3.744  0.20
H12 0.396 5.279 -1.412  0.22
H13 2.154 5.096 -1.449  0.19
H14 0.096 2.867 -1.778  0.23
H15 1.119 3.125 -0.354  0.24
H16 -3.433 -3.144 1.682  0.25
H17 -4.008 -2.806 0.021  0.26
H18 1.573 -2.800 -0.406  0.26
H19 2.567 -3.605 0.829  0.23
H20 2.003 -5.295 -0.835  0.18
H21 0.300 -4.779 -0.860  0.21
H22 -0.805 -6.638 -0.257  0.20
H23 -0.255 -7.630 1.100  0.20
H24 0.690 -7.593 -0.406  0.16
H25 1.561 -6.996 2.379  0.21
H26 2.325 -5.424 2.171  0.21
H27 2.709 -6.750 1.043  0.16
H28 -2.862 -1.445 3.133  0.28
H29 -4.307 -0.434 2.841  0.23
H30 -4.184 1.954 1.958  0.21
H31 -3.079 3.967 0.995  0.26
H32 -0.449 2.606 1.282  0.44
H33 1.187 4.814 1.580  0.24
H34 0.749 5.218 3.251  0.25
H35 1.567 3.453 5.024  0.24
H36 2.055 -0.950 2.430  0.41
H37 1.603 -0.228 0.922  0.43


4.
A structure of composition C27H38AlB4BeBr2Cl4F4N2O8P. Source: OMol25; level of theory: ωB97M-V with the def2-TZVPD basis set.

HOMO energy: -10.30 eV
Net charge: +2
E: -9848.77902 hartree
Frontier orbital gap: 0.0607 Ha
LUMO level: -0.31791 hartree

Each line ends with the Löwdin charge.
Positions of all 92 atoms, in Å:
C1 -5.119 2.626 -1.426  0.22
C2 -5.989 1.785 -1.151  0.21
B1 -7.420 1.151 -1.115  -0.59
O1 -7.753 -0.004 -1.731  0.35
B2 -9.026 0.240 -2.217  -0.19
O2 -9.231 1.559 -2.679  0.31
B3 -8.900 2.440 -1.687  -0.64
C3 -8.880 3.995 -1.824  -0.15
C4 -8.414 4.328 -3.304  0.04
C5 -7.888 4.690 -0.832  -0.16
C6 -8.337 4.737 0.630  -0.01
O3 -8.427 1.904 -0.518  0.34
H1 -4.371 3.423 -1.547  0.11
H2 -9.895 -0.553 -2.244  0.15
H3 -9.883 4.393 -1.655  0.19
H4 -8.524 3.484 -3.979  0.10
H5 -7.320 4.645 -3.269  0.13
H6 -8.962 5.203 -3.643  0.13
H7 -6.860 4.245 -0.883  0.10
H8 -7.796 5.721 -1.171  0.15
H9 -8.934 5.635 0.769  0.11
H10 -8.866 3.847 0.952  0.09
H11 -7.453 4.864 1.255  0.11
O4 -4.216 -0.807 0.332  -0.04
H12 -4.781 -0.246 -0.201  -0.02
H13 -3.891 -1.466 -0.290  -0.02
B4 -2.853 3.155 -3.134  -1.24
F1 -1.868 3.731 -3.889  0.18
F2 -4.130 3.565 -3.602  0.08
F3 -2.744 1.747 -3.206  0.03
F4 -2.746 3.547 -1.776  0.10
C7 5.695 -5.616 1.186  0.04
N1 4.664 -4.683 0.686  -0.08
C8 4.596 -4.435 -0.633  -0.01
C9 3.630 -3.605 -1.141  0.05
C10 2.701 -3.013 -0.287  -0.13
C11 2.811 -3.272 1.073  0.01
C12 3.798 -4.106 1.537  0.02
C13 1.615 -2.147 -0.783  -0.22
C14 0.274 -2.442 -0.537  -0.14
C15 -0.704 -1.573 -0.963  -0.22
N2 -0.389 -0.449 -1.604  -0.04
C16 0.887 -0.149 -1.878  0.00
C17 1.903 -0.982 -1.482  0.03
C18 -1.462 0.517 -2.013  -0.02
H14 6.669 -5.246 0.875  0.11
H15 5.493 -6.594 0.757  0.11
H16 5.648 -5.668 2.269  0.09
H17 5.324 -4.925 -1.263  0.15
H18 3.594 -3.438 -2.209  0.13
H19 2.123 -2.812 1.780  0.04
H20 3.905 -4.326 2.588  0.14
H21 -0.021 -3.340 -0.016  0.13
H22 -1.749 -1.765 -0.781  0.02
H23 1.072 0.776 -2.403  0.15
H24 2.923 -0.697 -1.696  0.14
H25 -1.363 0.644 -3.065  0.10
H26 -1.273 1.431 -1.462  0.12
H27 -2.418 0.094 -1.747  0.00
C19 -3.814 -2.742 -3.026  -1.45
Cl1 -3.645 -3.251 -4.697  0.59
Cl2 -2.421 -3.238 -2.068  0.71
Cl3 -4.024 -0.978 -2.930  0.65
H28 -4.697 -3.210 -2.612  0.03
Cl4 0.593 -1.045 1.718  -0.02
O5 4.459 -0.618 1.345  -0.26
P1 4.324 0.788 1.908  -0.09
O6 3.298 1.582 1.127  -0.22
O7 5.727 1.525 1.766  -0.55
O8 3.982 0.752 3.379  -0.13
C20 6.801 -4.980 6.882  -0.09
C21 6.026 -4.714 5.762  -0.10
C22 6.456 -3.784 4.826  -0.11
C23 7.665 -3.126 5.003  -0.09
C24 8.440 -3.394 6.121  -0.09
C25 8.007 -4.318 7.063  -0.09
H29 6.465 -5.702 7.614  0.10
H30 5.085 -5.232 5.621  0.10
H31 5.848 -3.570 3.954  0.08
H32 8.001 -2.403 4.271  0.10
H33 9.384 -2.883 6.260  0.10
H34 8.610 -4.523 7.937  0.10
Be1 -6.726 3.321 -2.000  0.55
Br1 8.075 6.460 -0.021  0.69
C26 8.474 4.548 -0.281  -0.57
C27 7.232 3.744 -0.543  -0.66
Br2 6.177 3.475 1.081  0.98
H35 9.021 4.245 0.605  0.07
H36 9.133 4.500 -1.146  0.08
H37 7.492 2.747 -0.893  0.10
H38 6.564 4.209 -1.275  -0.04
Al1 5.519 6.049 -0.504  0.63